{"formula": "C30H45NOPSn", "method": "wB97M-V/def2-TZVPD", "species": ["Sn", "P", "O", "N", "C", "C", "C", "C", "C", "C", "C", "C", "C", "C", "C", "C", "C", "C", "C", "C", "C", "C", "C", "C", "C", "C", "C", "C", "C", "C", "C", "C", "C", "C", "H", "H", "H", "H", "H", "H", "H", "H", "H", "H", "H", "H", "H", "H", "H", "H", "H", "H", "H", "H", "H", "H", "H", "H", "H", "H", "H", "H", "H", "H", "H", "H", "H", "H", "H", "H", "H", "H", "H", "H", "H", "H", "H", "H", "H"], "coordinates": [[0.484, -0.267, -0.539], [-0.494, 0.078, 3.241], [0.538, -0.302, -5.214], [0.028, -0.146, 1.709], [0.368, 1.033, -7.837], [1.389, -0.294, -10.082], [0.955, 2.471, -2.361], [0.518, 1.683, -9.048], [0.586, -1.061, -6.464], [-2.514, -1.893, 3.292], [2.073, 2.131, -1.560], [1.272, -2.530, -2.376], [-1.329, 2.720, 3.277], [0.508, -2.525, 3.598], [-0.081, -2.651, -1.973], [2.099, -2.376, -1.230], [0.597, -1.133, 4.225], [1.250, -2.383, -0.066], [0.125, 2.010, -0.262], [1.015, 1.053, -10.189], [1.598, 1.853, -0.236], [-3.086, 0.241, 2.255], [1.306, -0.973, -8.876], [-0.128, -2.618, -0.541], [0.227, -1.255, 5.705], [-0.231, 1.846, 3.899], [-0.710, -0.884, -5.657], [2.041, -0.667, 4.041], [-0.222, 1.987, 5.434], [-2.938, 0.072, 4.773], [1.112, 2.366, 3.359], [-2.322, -0.383, 3.425], [0.781, -0.326, -7.721], [-0.217, 2.449, -1.573], [-2.346, 2.506, 3.653], [-2.002, -2.267, 2.387], [1.081, -2.057, -6.386], [1.298, -3.148, 4.056], [1.123, 1.587, -11.126], [-0.176, 3.066, 5.664], [-3.583, -2.105, 3.172], [2.710, -1.460, 4.415], [1.963, 1.692, 3.532], [0.230, 2.736, -9.098], [1.026, 2.610, 2.290], [-4.107, -0.169, 2.269], [-1.243, 2.744, -1.849], [-0.517, 2.042, 0.619], [0.701, -2.422, 2.519], [-2.594, -0.035, 1.311], [1.303, 3.337, 3.853], [0.247, -0.300, 6.241], [1.000, 2.781, -3.412], [-1.316, 2.614, 2.172], [-0.962, -2.835, -2.595], [-3.160, 1.334, 2.307], [0.684, 1.537, 5.873], [3.128, 2.228, -1.840], [2.279, 0.263, 4.592], [-1.074, -1.767, -5.109], [2.208, 1.794, 0.670], [-3.993, -0.278, 4.796], [-2.192, -2.468, 4.184], [3.185, -2.407, -1.152], [2.243, -0.535, 2.960], [-0.776, -1.705, 5.842], [-0.060, 1.532, -6.951], [1.579, -2.476, 0.979], [-0.976, -2.887, 0.110], [-0.445, -3.037, 3.769], [0.969, -1.940, 6.164], [-1.443, -0.200, -6.119], [1.628, -2.562, -3.402], [1.609, -2.031, -8.778], [-2.410, -0.328, 5.652], [1.761, -0.820, -10.962], [-1.111, 1.566, 5.926], [-1.100, 3.775, 3.501], [-2.970, 1.168, 4.874]], "total_charge": -1, "homo_ev": -2.76, "e_tot_ha": -1855.6240, "lumo_energy_ev": 2.5785}

***

{"formula": "C8H8Cl3N", "method": "wB97M-V/def2-TZVPD", "species": ["Cl", "Cl", "Cl", "N", "C", "C", "C", "C", "C", "C", "C", "C", "H", "H", "H", "H", "H", "H", "H", "H"], "coordinates": [[0.622, 0.650, 3.343], [-3.341, -3.112, 1.088], [-5.053, -1.400, -0.189], [-1.666, 3.042, 2.060], [-3.504, -1.546, 0.361], [-0.982, 2.101, 1.982], [-0.007, 0.125, 0.598], [-0.051, 1.063, 1.841], [1.211, -0.754, 0.606], [-0.166, 0.828, -0.731], [-1.202, -0.771, 0.855], [-2.540, -0.532, 0.454], [0.996, -1.810, 0.142], [-1.200, 1.244, -0.830], [-2.843, 0.474, 0.015], [-1.060, -1.732, 1.336], [2.192, -0.522, 0.114], [0.161, 0.105, -1.551], [1.595, -1.033, 1.609], [0.495, 1.658, -0.772]], "relative_energy_ev": 2.267, "homo_ev": [-8.67, -7.94], "e_tot_ha": -1744.8326, "lumo_energy_ev": [-0.9048, -1.2800]}

***

{"formula": "C28H50BiN3O2P2", "method": "wB97M-V/def2-TZVPD", "species": ["Bi", "P", "P", "O", "O", "N", "N", "N", "C", "C", "C", "C", "C", "C", "C", "C", "C", "C", "C", "C", "C", "C", "C", "C", "C", "C", "C", "C", "C", "C", "C", "C", "C", "C", "C", "C", "H", "H", "H", "H", "H", "H", "H", "H", "H", "H", "H", "H", "H", "H", "H", "H", "H", "H", "H", "H", "H", "H", "H", "H", "H", "H", "H", "H", "H", "H", "H", "H", "H", "H", "H", "H", "H", "H", "H", "H", "H", "H", "H", "H", "H", "H", "H", "H", "H", "H"], "coordinates": [[-1.785, 1.527, -0.628], [-0.969, 2.007, 1.941], [-2.298, -0.953, -1.778], [0.716, -0.456, 0.301], [1.203, 2.931, -2.508], [3.336, -2.689, 0.223], [-2.853, -0.657, 1.463], [2.825, -1.445, 0.094], [4.730, -3.026, -0.002], [0.974, 2.795, 3.994], [4.603, 0.063, 0.817], [-3.544, -0.455, -3.106], [3.287, 0.579, -1.169], [0.273, 2.505, -2.032], [-2.807, -2.051, 0.846], [-1.705, 3.729, 2.165], [1.774, 2.627, 1.607], [1.163, -2.866, 0.542], [0.034, -1.387, -3.326], [5.025, 2.090, -0.437], [0.785, 2.091, 2.642], [1.467, -1.496, 0.324], [-3.193, -2.069, -0.612], [-1.691, -3.204, -3.557], [2.585, -5.024, 0.551], [-0.933, 4.797, 1.374], [3.603, -0.270, -0.100], [-1.805, 0.903, 3.147], [-2.868, 0.283, -4.274], [-1.099, -2.137, -2.622], [-2.068, -0.519, 2.745], [-1.964, 4.197, 3.602], [5.308, 1.254, 0.648], [-4.503, -1.538, -3.618], [2.337, -3.564, 0.448], [4.023, 1.746, -1.348], [1.005, 1.020, 2.794], [-3.644, 0.784, -4.872], [-1.204, -1.190, 2.939], [-4.249, -1.812, -0.716], [3.252, -5.278, 1.389], [-1.035, 4.420, 4.140], [-2.543, 5.132, 3.559], [-5.270, -1.052, -4.240], [-0.703, 4.490, 0.344], [1.745, 2.026, 0.691], [0.516, -0.659, -2.666], [1.587, 3.683, 1.358], [0.173, -3.240, 0.745], [-2.513, -3.773, -3.110], [5.082, -3.663, 0.820], [5.584, 3.016, -0.571], [-2.023, -2.785, -4.515], [-2.335, -0.405, -4.945], [-2.169, 1.063, -3.940], [-3.997, -2.277, -4.251], [-4.155, 0.283, -2.552], [2.492, 0.271, -1.855], [-3.633, -2.453, 1.427], [0.926, 3.890, 3.909], [6.079, 1.525, 1.367], [-5.023, -2.062, -2.808], [4.796, -0.599, 1.667], [-2.837, 2.886, -1.226], [-2.550, 3.477, 4.186], [1.623, -5.526, 0.721], [-0.903, -3.933, -3.799], [-2.842, -0.931, 3.409], [5.351, -2.134, -0.029], [-2.687, 3.594, 1.677], [-0.317, -0.874, -4.230], [-3.101, -3.098, -0.987], [3.821, 2.388, -2.203], [1.984, 2.559, 4.368], [-1.972, -2.728, 1.093], [3.021, -5.439, -0.372], [0.268, 2.461, 4.766], [4.855, -3.574, -0.947], [-2.751, 1.400, 3.386], [-1.224, 0.923, 4.081], [-1.556, 5.702, 1.303], [2.795, 2.553, 2.011], [-0.667, -2.674, -1.757], [-3.823, -0.680, 1.844], [0.801, -2.110, -3.637], [0.002, 5.086, 1.875]], "total_charge": 2, "relative_energy_ev": 0.266, "homo_ev": [-12.89, -12.89], "e_tot_ha": -2308.3333, "lumo_energy_ev": [-7.0396, -7.0380]}

***

{"formula": "C6H18BrFeO3", "method": "wB97M-V/def2-TZVPD", "species": ["Br", "Fe", "O", "O", "O", "C", "C", "C", "C", "C", "C", "H", "H", "H", "H", "H", "H", "H", "H", "H", "H", "H", "H", "H", "H", "H", "H", "H", "H"], "coordinates": [[9.464, 14.849, -7.198], [9.558, 16.368, -5.073], [6.625, 12.851, -6.508], [8.821, 15.874, -10.364], [12.592, 16.408, -7.646], [10.313, 17.876, -10.066], [10.020, 16.488, -10.787], [13.621, 14.360, -7.811], [5.744, 13.803, -6.012], [4.535, 13.667, -6.856], [13.691, 15.813, -8.215], [14.540, 16.252, -7.691], [11.805, 15.868, -7.749], [10.200, 17.730, -8.992], [4.677, 14.034, -7.872], [10.932, 15.901, -10.675], [5.354, 13.537, -5.029], [13.638, 16.024, -9.283], [9.916, 16.741, -11.842], [4.068, 12.683, -6.802], [6.122, 14.821, -6.108], [11.290, 18.207, -10.420], [14.585, 13.933, -8.087], [3.767, 14.352, -6.495], [8.906, 15.448, -9.507], [7.510, 13.222, -6.504], [9.578, 18.637, -10.329], [13.586, 14.319, -6.722], [12.771, 13.797, -8.197]], "total_charge": 1, "relative_energy_ev": 1.138, "homo_ev": [-12.65, -12.64], "e_tot_ha": -4302.4049, "lumo_energy_ev": [-8.5067, -8.6808], "spin_multiplicity": 5}

***

{"formula": "C19H31N7O6", "method": "wB97M-V/def2-TZVPD", "species": ["O", "O", "O", "O", "O", "O", "N", "N", "N", "N", "N", "N", "N", "C", "C", "C", "C", "C", "C", "C", "C", "C", "C", "C", "C", "C", "C", "C", "C", "C", "C", "C", "H", "H", "H", "H", "H", "H", "H", "H", "H", "H", "H", "H", "H", "H", "H", "H", "H", "H", "H", "H", "H", "H", "H", "H", "H", "H", "H", "H", "H", "H", "H"], "coordinates": [[1.022, 6.001, -1.611], [3.271, -2.406, 0.596], [-4.984, -4.524, 0.203], [5.248, 3.635, -2.040], [-0.899, -1.871, -0.368], [-0.397, 4.014, -0.832], [0.988, 0.865, 0.682], [2.320, 3.562, -2.818], [0.249, 0.302, 2.706], [-2.234, -0.278, 0.379], [3.302, -0.391, -1.713], [1.858, -1.091, 1.698], [-2.920, -3.772, -0.274], [2.953, 0.774, -2.388], [-3.950, -4.597, -0.448], [4.165, 3.973, -1.160], [0.998, 3.680, -0.822], [1.047, 0.009, 1.656], [2.966, 4.553, -1.942], [-2.434, -3.249, 2.089], [-3.789, -5.662, -1.506], [-1.938, -1.570, 0.209], [2.577, -1.401, 0.580], [-2.569, -2.218, 3.215], [-3.477, 0.298, 0.892], [1.803, 0.647, -0.423], [2.605, -0.456, -0.514], [1.378, 2.763, -2.009], [-0.997, -3.794, 2.110], [1.824, 4.963, -1.005], [-2.871, -2.685, 0.716], [2.025, 1.447, -1.623], [-3.099, -4.077, 2.337], [1.623, -1.857, 2.307], [3.319, 5.410, -2.525], [-0.797, -4.266, 3.072], [-0.868, -4.541, 1.328], [-0.164, 1.226, 2.615], [-2.912, -6.265, -1.277], [-0.281, -2.990, 1.953], [-4.677, -6.293, -1.509], [4.514, 4.713, -0.433], [-3.582, 0.094, 1.957], [-2.313, -2.682, 4.168], [1.586, 6.754, -1.865], [-3.463, 1.379, 0.742], [2.210, 5.318, -0.044], [-1.906, -1.372, 3.041], [3.856, 3.085, -0.601], [1.267, 3.222, 0.130], [-3.671, -5.188, -2.478], [-3.876, -2.282, 0.825], [1.815, 4.040, -3.564], [-2.104, -3.885, -0.858], [3.965, -1.095, -2.039], [3.339, 1.119, -3.343], [0.597, 0.030, 3.617], [0.474, 2.531, -2.584], [-4.334, -0.114, 0.355], [-1.515, 0.358, 0.056], [-3.601, -1.872, 3.269], [5.924, 3.116, -1.574], [-0.467, 4.866, -1.310]], "homo_ev": -7.94, "e_tot_ha": -1577.4046, "lumo_energy_ev": 0.4833}

***

{"formula": "C5H8NO", "method": "wB97M-V/def2-TZVPD", "species": ["O", "N", "C", "C", "C", "C", "C", "H", "H", "H", "H", "H", "H", "H", "H"], "coordinates": [[-0.698, 0.696, 2.166], [-0.675, 0.125, 1.085], [1.445, 1.267, 0.646], [0.433, -0.262, -1.218], [0.351, 0.351, 0.264], [0.546, -0.761, -2.372], [-1.734, -0.801, 0.776], [-1.773, -1.040, -0.284], [-2.679, -0.371, 1.118], [0.187, -0.291, -3.281], [1.930, 0.908, 1.555], [1.036, 2.252, 0.879], [1.028, -1.720, -2.551], [2.183, 1.363, -0.142], [-1.580, -1.716, 1.356]], "total_charge": 1, "relative_energy_ev": 4.796, "homo_ev": [-14.53, -14.83], "e_tot_ha": -324.8627, "lumo_energy_ev": [-6.8621, -6.8224]}

***

{"formula": "C5H12", "method": "wB97M-V/def2-TZVPD", "species": ["C", "C", "C", "C", "C", "H", "H", "H", "H", "H", "H", "H", "H", "H", "H", "H", "H"], "coordinates": [[1.375, -0.542, 0.085], [-1.418, -0.684, -0.807], [-2.904, -0.303, -0.740], [1.160, 0.887, 0.556], [2.482, 0.206, 1.020], [-3.116, 0.058, 0.267], [1.987, -0.881, -0.752], [2.693, -0.223, 1.981], [-0.751, 0.151, -0.997], [-1.107, -1.444, -1.541], [2.448, 1.604, 1.895], [-1.059, -1.161, 0.116], [-3.399, -1.272, -0.847], [1.407, 1.677, -0.167], [3.251, 0.603, 0.365], [0.261, 1.061, 1.141], [-3.311, 0.263, -1.572]], "relative_energy_ev": 8.301, "homo_ev": -7.25, "e_tot_ha": -197.4041, "lumo_energy_ev": -0.9895}

***

{"formula": "C42H37F6FeN7O7S3Se2", "method": "wB97M-V/def2-TZVPD", "species": ["Se", "Se", "Fe", "S", "S", "S", "F", "F", "F", "F", "F", "F", "O", "O", "O", "O", "O", "O", "O", "N", "N", "N", "N", "N", "N", "N", "C", "C", "C", "C", "C", "C", "C", "C", "C", "C", "C", "C", "C", "C", "C", "C", "C", "C", "C", "C", "C", "C", "C", "C", "C", "C", "C", "C", "C", "C", "C", "C", "C", "C", "C", "C", "C", "C", "C", "C", "C", "C", "H", "H", "H", "H", "H", "H", "H", "H", "H", "H", "H", "H", "H", "H", "H", "H", "H", "H", "H", "H", "H", "H", "H", "H", "H", "H", "H", "H", "H", "H", "H", "H", "H", "H", "H", "H", "H"], "coordinates": [[0.963, 2.230, -2.946], [2.681, 0.236, -0.143], [0.106, -0.268, 0.353], [-0.538, -1.173, -2.672], [0.801, -3.492, -3.346], [-0.137, -3.190, -0.005], [2.938, -2.867, -1.671], [3.451, -3.270, -3.699], [-1.937, -1.074, -4.946], [2.870, -4.880, -2.392], [-1.954, 0.805, -3.895], [-0.213, 0.210, -5.010], [-1.468, -3.676, -0.165], [0.952, -4.054, -4.646], [-8.188, 9.953, 0.951], [0.477, -2.253, -0.971], [-1.729, -1.823, -2.254], [-0.116, -0.003, -1.901], [0.043, -4.244, -2.399], [0.593, -1.934, -3.440], [-0.253, -0.136, 2.873], [-0.171, 2.128, 0.585], [-3.522, 5.663, 0.388], [-0.022, -2.241, 1.303], [-5.167, 4.261, -0.119], [-2.182, 0.353, 0.186], [-7.445, 8.844, 0.714], [1.612, 3.715, -4.111], [-1.180, -0.251, -4.213], [-5.739, 6.659, 0.322], [-4.395, -0.178, -0.511], [-7.101, 6.558, 0.048], [3.020, -6.410, 0.564], [-3.103, -0.539, -0.106], [-0.588, -2.463, 2.500], [-0.601, 4.881, 0.595], [-1.663, 3.994, 0.396], [-1.567, -3.810, 4.245], [-1.066, -3.687, 2.953], [-4.816, 5.554, 0.182], [-4.025, 3.510, -0.069], [-0.741, 0.868, 4.986], [-1.142, -1.480, 4.691], [-4.746, 1.151, -0.529], [4.116, -7.426, 0.658], [-9.573, 9.913, 0.699], [-2.474, 1.660, 0.114], [-1.407, 2.603, 0.364], [3.216, -5.107, 1.014], [0.814, 2.978, 0.783], [-1.153, -0.330, 5.508], [-3.786, 2.116, -0.185], [1.792, -6.754, 0.003], [2.222, -4.157, 0.859], [4.127, -0.961, 0.482], [-1.594, -2.745, 5.113], [2.783, 1.483, -2.733], [-7.946, 7.635, 0.239], [-5.241, 7.882, 0.791], [-6.076, 8.953, 0.985], [-0.307, 0.917, 3.653], [2.861, 0.112, -2.101], [2.595, -3.612, -2.730], [1.030, -4.510, 0.255], [0.659, 4.364, 0.778], [-3.009, 4.418, 0.240], [-0.654, -1.324, 3.366], [0.792, -5.810, -0.151], [2.344, -3.139, 1.198], [-4.188, 7.953, 1.009], [2.095, -0.559, -2.490], [4.650, -7.485, -0.293], [-1.979, -2.855, 6.116], [-9.949, 10.903, 0.953], [0.737, 4.257, -4.461], [2.137, 3.301, -4.969], [4.155, -4.830, 1.475], [1.509, 5.005, 0.936], [3.707, -8.412, 0.869], [-5.103, -0.944, -0.783], [1.787, 2.540, 0.969], [3.844, -0.322, -2.293], [-1.485, -0.410, 6.535], [5.090, -0.633, 0.089], [-7.522, 5.633, -0.319], [4.826, -7.163, 1.439], [-0.157, -6.043, -0.602], [-2.815, -1.578, -0.026], [-5.745, 1.457, -0.807], [3.350, 2.204, -2.134], [0.012, 1.850, 3.209], [-6.097, 3.926, -0.306], [2.266, 4.388, -3.565], [-0.747, 1.772, 5.577], [-1.048, -4.529, 2.279], [1.623, -7.772, -0.312], [-10.073, 9.165, 1.323], [-1.937, -4.770, 4.571], [-5.703, 9.893, 1.360], [-8.997, 7.518, 0.025], [-9.786, 9.711, -0.355], [3.929, -1.984, 0.183], [3.193, 1.444, -3.744], [-0.804, 5.939, 0.598], [4.127, -0.881, 1.569]], "relative_energy_ev": 2.560, "homo_ev": [-7.48, -7.48], "e_tot_ha": -10392.9592, "lumo_energy_ev": [-0.4854, -0.4838]}